The following is a quantum chemistry calculation of a molecular structure, C15H17Cl3MgN2O2 in a non-equilibrium geometry, from the Open Molecules 2025 dataset.

Last column: Löwdin charge in e.
Cartesian coordinates (Å):
C: 2.956681 0.449255 -0.803030  -0.05
C: 2.775889 -1.394343 0.888412  -0.01
H: 2.555026 -0.101264 -1.678690  0.05
H: 3.999706 0.172901 -0.601594  0.03
H: 2.717498 1.522850 -0.463698  0.08
H: 1.950822 -2.082236 0.561109  0.05
H: 3.765404 -1.596336 0.325098  0.06
H: 2.955557 -0.876290 1.873259  0.03
C: 0.302328 0.944903 -2.470697  -0.15
C: -0.542269 1.002341 -3.583265  -0.05
C: -1.650227 0.157150 -3.618511  -0.04
C: -1.879234 -0.688617 -2.533338  0.01
H: 1.176331 1.592196 -2.402271  0.11
H: -0.306702 1.705282 -4.375699  0.11
H: -2.328813 0.159073 -4.469848  0.11
H: -2.733269 -1.357050 -2.509304  0.10
N: 0.092738 0.113868 -1.450918  0.08
C: -0.998461 -0.677935 -1.430189  -0.18
C: -1.248535 -1.455534 -0.199419  -0.19
N: -0.297630 -1.445229 0.759201  0.07
C: -0.521695 -2.054548 1.925436  -0.11
C: -2.704825 -2.773911 1.229061  -0.05
C: -1.714138 -2.731968 2.211161  -0.03
H: 0.265354 -1.957722 2.675516  0.10
H: -1.834492 -3.194732 3.186415  0.11
C: -2.467247 -2.133061 0.013835  0.00
H: -3.220204 -2.105332 -0.769020  0.10
H: -3.651962 -3.280497 1.403730  0.11
Mg: 1.587560 0.084753 0.444303  0.42
C: 1.304045 0.281146 2.818992  -0.17
H: 1.583225 -0.552857 3.481620  -0.02
H: 0.271522 0.591265 3.016646  -0.01
H: 1.974319 1.139047 2.974771  -0.01
Cl: -2.401762 4.111659 1.085864  0.58
C: -0.785648 3.796721 0.420533  -1.48
Cl: -0.807755 3.947480 -1.363913  0.58
Cl: 0.394498 4.924952 1.113316  0.58
C: -0.337010 2.237355 0.723101  -0.77
O: -1.179427 1.473817 0.948738  0.07
O: 0.982799 2.051447 0.643282  -0.21

Atoms 1-3, force components in eV/Å:
3.99 -0.58 -0.79
5.06 -1.39 -1.17
0.24 1.00 0.54

For the energy above the lowest of the compared OMol25 structures with the same formula, charge and spin, the calculation gives 7.220 eV. Its electronic energy is -2422.26722 a.u. The value obtained for the HOMO-LUMO gap (alpha / beta) is 4.902 / 4.901 eV. The calculation puts the LUMO energy (alpha / beta) at -1.80 / -1.80 eV.



The following is a quantum chemistry calculation of CH3NO3 in the gas phase in a non-equilibrium geometry, from the Open Molecules 2025 dataset.

Last column: Löwdin charge in e.
Cartesian coordinates (Å):
O: 1.319678 1.235602 -0.435901  0.01
N: 1.129891 0.011335 -0.582967  0.12
C: -0.089123 -0.338149 0.175452  -0.63
O: -0.833134 -1.306622 -0.438851  0.06
O: -0.665138 0.744487 0.665578  -0.02
H: 0.672360 -0.872392 0.888581  0.19
H: -1.736875 -0.969633 -0.550941  0.12
H: 0.202342 1.495372 0.279050  0.15

Atoms 1-3, force components in eV/Å:
0.42 -2.09 -0.24
0.23 2.87 -1.09
1.40 -0.77 1.36

For the energy above the lowest of the compared OMol25 structures with the same formula, charge and spin, the calculation gives 2.485 eV. Its electronic energy is -320.25130 a.u. The SMILES is O=NC(O)O. The value obtained for the HOMO-LUMO gap is 9.289 eV. The calculation puts the LUMO energy at -1.19 eV.



Which of these has the highest energy above the lowest of the compared OMol25 structures with the same formula, charge and spin?
C15H17Cl3MgN2O2